Formula: C2HO3S
Source: OMol25
Level of theory: ωB97M-V/def2-TZVPD

For the calculated total energy, the calculation gives -19067.358 eV. The calculation puts the orbital gap at 9.25 eV. The total charge is -1. The value obtained for the maximum force is 3.06 eV/A. The spin multiplicity is 1. The calculation puts the energy above the lowest of the compared OMol25 structures with the same formula, charge and spin at 230.2 kJ/mol. As for the LUMO energy: 4.071 eV.

CARTESIAN COORDINATES (ANGSTROEM)
C (-0.11599, 1.49208, 1.14600)
C (0.06862, 0.45162, 0.54702)
O (-0.81174, -1.82699, -0.15357)
O (1.54278, -1.37436, -0.65561)
O (-0.37954, -0.21476, -1.89473)
S (0.15028, -0.90069, -0.65973)
H (-0.45441, 2.37309, 1.67061)

Atomic forces in eV per Å
C -0.284 -0.616 -0.140
C 0.073 0.711 -0.250
O -0.537 -1.056 0.783
O -1.413 0.868 -0.211
O 1.841 -1.110 2.180
S -0.099 1.703 -2.125
H 0.419 -0.500 -0.237

---

Formula: C5H5N3O
Source: OMol25
Level of theory: ωB97M-V/def2-TZVPD

For the calculated total energy, the calculation gives -11776.498 eV. The calculation puts the orbital gap at 10.07 eV. The total charge is 0. The value obtained for the maximum force is 5.54 eV/A. The spin multiplicity is 1. The calculation puts the energy above the lowest of the compared OMol25 structures with the same formula, charge and spin at 696.8 kJ/mol. As for the LUMO energy: 0.624 eV.

CARTESIAN COORDINATES (ANGSTROEM)
C (1.12856, -0.32794, 0.72111)
C (0.58207, 0.68989, -0.20944)
C (1.25713, 0.38576, -1.61968)
C (-0.26524, 0.15626, -1.35483)
C (-1.26408, 0.38202, 0.93799)
H (2.04739, -0.36867, -1.64290)
H (1.48330, 1.44205, -2.25837)
H (-1.20345, 0.84574, -1.83396)
H (-1.93238, 0.74305, 1.78644)
H (-0.10847, 1.84699, 1.39176)
N (1.59707, -1.02047, 1.53806)
N (-1.58277, -0.83734, 0.49688)
N (-0.33834, 1.36312, 0.59093)
O (-0.83109, -1.09529, -0.83437)

Atomic forces in eV per Å
C 1.508 -1.807 0.982
C 1.533 -2.498 -0.444
C -1.785 5.054 -1.402
C -1.263 -1.711 0.436
C -3.482 -1.548 1.308
H -0.518 0.231 0.319
H -0.693 -3.418 1.454
H 3.304 -1.598 1.399
H 0.980 -0.895 -0.918
H 1.160 1.544 1.768
N -0.821 1.456 -1.658
N 2.346 3.980 -1.642
N -2.108 0.403 -1.408
O -0.160 0.807 -0.193

---

Formula: C3H4NO2
Source: OMol25
Level of theory: ωB97M-V/def2-TZVPD

For the calculated total energy, the calculation gives -8748.843 eV. The calculation puts the orbital gap at 7.32 eV. The total charge is +1. The value obtained for the maximum force is 5.78 eV/A. The spin multiplicity is 1. The calculation puts the energy above the lowest of the compared OMol25 structures with the same formula, charge and spin at 399.9 kJ/mol. As for the LUMO energy: -6.626 eV.

CARTESIAN COORDINATES (ANGSTROEM)
C (-1.60868, -0.46323, 0.21504)
C (-0.65283, 0.52342, 0.49959)
C (0.59375, 0.20130, -0.40189)
N (1.56673, -0.60348, 0.42345)
O (-2.17382, -1.26864, -0.37662)
O (2.43173, -1.24274, -0.09919)
H (-1.22973, 1.28248, 0.11476)
H (-0.33067, 0.64546, 1.49194)
H (0.33865, -0.28715, -1.38131)
H (1.06488, 1.21259, -0.48576)

Atomic forces in eV per Å
C -1.616 -4.856 -2.683
C 1.308 -1.930 -0.685
C 0.549 0.216 -1.230
N 0.700 -0.795 1.235
O 1.351 2.918 2.621
O -1.661 1.253 -0.387
H -0.805 3.118 -0.762
H -0.008 0.176 1.588
H 0.352 0.730 0.734
H -0.170 -0.830 -0.432